Entry from the Open Molecules 2025 dataset: a molecular structure, C41H34GeIrN2OS (ωB97M-V/def2-TZVPD).

XYZ file:
```
81
Properties=species:S:1:pos:R:3:forces:R:3:mulliken_charge:R:1
Ir -1.16106 1.59738 0.21322 0.3628 0.1081 0.8710 0.9368
C -4.74423 2.50143 -1.91037 0.0634 -0.0229 -0.0435 -0.8911
C -5.56173 3.00426 -0.91698 -0.0459 0.0358 0.0414 -0.4832
C -5.04496 3.18355 0.35762 0.0497 0.0656 -0.0313 -0.6990
C -3.73362 2.82891 0.61610 0.1877 0.1509 -0.0359 0.4423
N -2.95809 2.28536 -0.35141 -0.1785 -0.3083 0.0317 -0.0350
C -3.44345 2.15316 -1.59338 -0.1163 -0.0407 0.0721 -0.0005
C -3.05193 3.06359 1.91772 0.0245 -0.0467 -0.0695 0.8220
C -3.71547 3.49825 3.05019 -0.0245 0.0108 0.0323 -0.6356
C -3.00702 3.67495 4.23169 -0.0413 -0.0118 -0.0751 -0.5200
C -1.64907 3.42397 4.23998 0.0511 0.0087 -0.0170 -0.6985
C -1.04753 3.01181 3.06270 0.0939 0.0615 -0.0306 -0.2213
N -1.72097 2.82699 1.93020 -0.2018 0.1385 0.0405 -0.2057
H -5.09794 2.36280 -2.92188 0.0063 0.0216 -0.0007 0.4435
H -6.58710 3.27419 -1.12983 0.0029 -0.0018 0.0065 0.4448
H -5.65784 3.61520 1.13375 -0.0092 -0.0035 0.0128 0.3226
H -2.76632 1.73263 -2.32287 -0.0110 -0.0087 -0.0082 0.5636
H -4.77759 3.68791 3.02311 -0.0137 -0.0151 0.0199 0.3131
H -3.51677 4.00329 5.12730 -0.0001 -0.0023 -0.0047 0.4508
H -1.05181 3.54463 5.13230 -0.0138 0.0098 0.0046 0.4331
H 0.01260 2.81971 3.01011 0.0528 -0.0397 -0.0264 0.6061
O 0.76380 1.06375 1.01768 -0.3052 0.2337 -0.0382 -0.8064
S 0.93534 -0.36112 1.53725 0.2445 -0.2935 0.0801 0.1538
C 0.77918 -0.31113 3.31576 -0.2093 0.1434 -0.0590 0.3016
C 0.10985 -1.35339 3.93233 -0.0967 0.0180 0.0098 -0.1466
C -0.00008 -1.35583 5.31892 0.0093 0.0016 -0.0097 -0.7552
C 0.54301 -0.31672 6.05722 0.0193 0.0135 -0.0286 -0.5268
C 1.20601 0.73132 5.42124 -0.0229 -0.0319 -0.0018 -0.7559
C 1.33013 0.73564 4.04364 0.0713 -0.0256 0.0007 -0.7400
C 2.70027 -0.62475 1.51430 0.0048 0.0408 -0.0872 0.7236
C 3.55026 0.40024 1.14785 0.0350 0.0247 -0.0049 -0.0086
C 4.92017 0.16408 1.16960 -0.0501 0.0261 -0.0252 -0.7085
C 5.41008 -1.07654 1.54367 -0.0358 -0.0406 0.0119 -0.5933
C 4.53555 -2.09972 1.89747 0.0501 0.0198 -0.0098 -0.7993
C 3.16999 -1.87851 1.88490 -0.0158 0.0211 -0.0452 -0.6140
H -0.32945 -2.14770 3.34034 0.0052 0.0024 0.0010 0.5085
H -0.51628 -2.16585 5.81593 0.0011 0.0002 0.0023 0.4361
H 0.45630 -0.32068 7.13557 -0.0018 0.0011 0.0007 0.4270
H 1.63692 1.53395 6.00542 0.0038 -0.0035 0.0001 0.4863
H 1.86047 1.52910 3.53021 0.0329 -0.0182 0.0148 0.5367
H 3.14562 1.35421 0.83821 0.0060 -0.0111 -0.0212 0.4804
H 5.60103 0.95319 0.87897 -0.0023 -0.0029 0.0060 0.4666
H 6.47691 -1.25493 1.55520 0.0034 -0.0008 -0.0021 0.4318
H 4.91990 -3.06987 2.18191 0.0027 -0.0015 0.0008 0.4565
H 2.48327 -2.66953 2.16409 -0.0032 0.0010 0.0064 0.4193
C -1.26872 0.06280 -0.76892 0.1088 -0.0159 -0.6419 -0.9348
Ge -0.02403 -0.97000 -1.89326 -0.0063 -0.1038 0.0821 2.0981
C 1.80991 -0.32557 -1.92550 0.0508 -0.0094 0.0035 0.2162
C 2.86848 -1.23189 -1.99382 0.0187 0.0557 -0.0145 -0.5369
C 4.17073 -0.78855 -2.19505 -0.0423 0.0029 0.0151 -0.7226
C 4.42527 0.56706 -2.33989 -0.0036 -0.0051 0.0274 -0.5147
C 3.38137 1.48161 -2.26580 -0.0039 0.0027 0.0301 -0.8473
C 2.08397 1.03783 -2.05648 -0.0357 -0.0344 0.0304 0.1470
C -0.04777 -2.91137 -1.68238 -0.1234 0.0110 0.0525 0.0634
C 0.49647 -3.53673 -0.55952 0.0024 -0.0052 -0.0267 -0.1486
C 0.45872 -4.91617 -0.41831 -0.0057 0.0008 -0.0253 -0.7692
C -0.13306 -5.69709 -1.40282 0.0015 0.0331 -0.0032 -0.5117
C -0.67491 -5.09228 -2.52702 0.0216 0.0101 0.0180 -0.7086
C -0.63033 -3.71018 -2.66522 0.0131 -0.0159 0.0005 -0.4905
C -0.87013 -0.48721 -3.59306 -0.0396 0.0106 -0.0529 0.0099
C -2.24054 -0.68663 -3.78802 0.0473 -0.0024 -0.0369 -0.4286
C -2.85350 -0.31756 -4.97852 0.0178 -0.0040 0.0171 -0.8623
C -2.10330 0.26272 -5.99320 0.0092 -0.0056 0.0172 -0.5456
C -0.74185 0.46341 -5.81566 -0.0161 -0.0171 0.0137 -0.6778
C -0.13110 0.09072 -4.62447 -0.0395 0.0160 0.0077 -0.2557
H -2.30020 -0.26996 -0.95804 0.0222 -0.1409 -0.1204 0.5568
H 2.67727 -2.29547 -1.90746 -0.0002 -0.0073 -0.0003 0.3669
H 4.98198 -1.50316 -2.25009 0.0018 -0.0023 -0.0017 0.4589
H 5.43656 0.91280 -2.51286 0.0038 0.0032 -0.0018 0.4139
H 3.57894 2.54021 -2.38002 0.0013 0.0018 -0.0051 0.4333
H 1.27152 1.75589 -2.00460 0.0111 0.0017 0.0054 0.3284
H 0.97054 -2.94252 0.21225 0.0098 0.0186 0.0294 0.3974
H 0.89302 -5.38454 0.45623 -0.0021 -0.0005 0.0023 0.4293
H -0.16579 -6.77327 -1.29546 0.0012 -0.0044 -0.0005 0.3911
H -1.12921 -5.69631 -3.30158 -0.0030 -0.0030 -0.0031 0.4208
H -1.04778 -3.25362 -3.55511 -0.0079 -0.0079 0.0029 0.3187
H -2.83957 -1.15280 -3.01260 -0.0029 -0.0152 -0.0073 0.5238
H -3.91302 -0.49295 -5.11873 0.0003 -0.0012 -0.0016 0.4628
H -2.57711 0.54781 -6.92350 -0.0022 0.0030 0.0003 0.4067
H -0.15237 0.90672 -6.60779 0.0032 0.0007 -0.0005 0.4139
H 0.93316 0.25305 -4.50068 0.0031 0.0019 -0.0035 0.3353
```
Forces are in eV/Å.

LUMO (spin up / spin down)   -3.399 / -3.399 eV
Net charge   +1
Frontier orbital gap (spin up / spin down)   6.75 / 6.75 eV



Entry from the Open Molecules 2025 dataset: a molecular structure, C41H35AsN2O4P2RhS5 at a distorted geometry (ωB97M-V/def2-TZVPD).

XYZ file:
```
91
Properties=species:S:1:pos:R:3:forces:R:3:mulliken_charge:R:1
Rh -2.50284 0.85581 -1.60985 0.2013 0.5138 0.9823 -0.2916
O -0.72981 0.92587 -0.17511 0.0497 -0.4362 -0.2537 0.8686
P 0.61735 1.53627 -0.01968 0.0581 0.0735 0.0677 -0.1811
C 1.78825 1.31422 -1.39618 -0.0486 -0.0009 0.0308 -0.8988
P 1.73661 -0.27258 -2.28482 -0.0136 -0.0816 0.0055 1.0530
O 0.56052 -0.48363 -3.15211 -0.0141 0.0397 -0.0082 -0.4791
C 1.88890 -1.58031 -1.04913 0.0226 0.0302 0.0232 0.1528
C 3.05221 -1.79371 -0.31226 0.0147 0.0115 -0.0224 -0.5238
C 3.11199 -2.83409 0.59875 -0.0518 -0.0003 0.0528 -0.7547
C 2.00828 -3.66276 0.77610 0.0236 0.0313 0.0552 -0.5894
C 0.84719 -3.44969 0.04907 -0.0382 0.0123 -0.0235 -0.2491
C 0.78676 -2.40900 -0.86910 -0.0515 0.0293 0.0370 -0.1780
C 3.29656 -0.33226 -3.20671 0.0545 0.0278 0.0484 0.2957
C 3.48447 -1.46493 -4.00006 0.0021 -0.0120 -0.0006 -0.6982
C 4.63145 -1.60478 -4.76169 0.0048 0.0080 0.0017 -0.6579
C 5.60242 -0.61027 -4.74430 0.0007 -0.0088 -0.0061 -0.4025
C 5.41948 0.52238 -3.96790 -0.0071 -0.0019 -0.0053 -0.7651
C 4.26923 0.66102 -3.20055 -0.0007 0.0052 -0.0149 -0.0290
C 0.52887 3.31473 0.21531 -0.0023 0.0303 0.0052 1.1941
C 1.65224 4.14226 0.20204 0.0020 -0.0065 -0.0126 -0.5606
C 1.50684 5.51043 0.35463 -0.0161 0.0006 -0.0003 -0.7376
C 0.23709 6.05767 0.50592 0.0078 0.0098 -0.0081 -0.5837
C -0.88222 5.24139 0.50129 -0.0264 -0.0253 -0.0036 -1.2594
C -0.74228 3.86715 0.35748 0.0047 0.0200 0.0209 -0.1203
C 1.40637 0.79230 1.43128 -0.0374 -0.0330 -0.0487 1.3821
C 2.62149 1.22654 1.95767 0.0414 -0.0112 0.0245 -0.6963
C 3.14474 0.62381 3.09093 -0.0099 0.0799 -0.0086 -0.9529
C 2.45094 -0.41096 3.70836 0.0082 -0.0706 -0.0982 -0.9276
C 1.23951 -0.84121 3.19083 0.2356 -0.1896 -0.1867 -1.4435
C 0.71499 -0.24139 2.05436 0.1766 -0.1567 -0.1826 0.2560
H 2.79019 1.45653 -0.97985 -0.0171 0.0425 -0.0232 0.7032
H 1.58300 2.09359 -2.13648 -0.0094 0.0082 -0.0094 0.7409
H 3.91875 -1.15698 -0.46100 -0.0210 -0.0022 -0.0028 0.4219
H 4.01391 -2.99879 1.17460 -0.0012 -0.0058 -0.0071 0.4255
H 2.05592 -4.47503 1.49147 0.0002 0.0076 -0.0107 0.4115
H -0.01506 -4.08948 0.19251 -0.0026 0.0107 -0.0022 0.4616
H -0.10954 -2.22435 -1.45110 0.0322 -0.0241 0.0104 0.2754
H 2.71725 -2.23049 -4.02512 0.0060 0.0112 0.0038 0.3792
H 4.76691 -2.48564 -5.37613 -0.0002 0.0068 0.0044 0.3890
H 6.49757 -0.71695 -5.34412 -0.0081 0.0013 0.0052 0.3705
H 6.16666 1.30565 -3.96308 -0.0030 -0.0053 -0.0005 0.3947
H 4.13518 1.56179 -2.61543 0.0080 -0.0128 -0.0100 0.3606
H 2.64399 3.73136 0.04630 -0.0133 -0.0034 0.0161 0.1676
H 2.37854 6.15241 0.33681 -0.0072 -0.0060 -0.0005 0.4280
H 0.12271 7.13000 0.60487 -0.0004 -0.0122 -0.0009 0.3861
H -1.87586 5.66314 0.57623 0.0150 0.0037 0.0008 0.5308
H -1.62322 3.23696 0.30918 0.0224 0.0385 0.0060 0.3132
H 3.16020 2.04823 1.49972 -0.0065 -0.0108 -0.0064 0.2331
H 4.08536 0.96947 3.50096 0.0016 -0.0061 -0.0080 0.4233
H 2.85794 -0.87753 4.59801 0.0065 0.0012 -0.0206 0.5769
H 0.69003 -1.64036 3.67369 0.0241 0.0240 -0.0411 0.7510
H -0.24343 -0.55029 1.65377 0.0724 -0.0461 -0.0183 0.4522
S -4.41875 4.79553 -3.22725 0.0363 -0.0058 0.0053 -0.5416
As -3.54277 2.99954 -3.82244 -0.0968 0.0131 -0.3215 0.2747
S -1.64171 2.61758 -2.64202 -0.0550 0.0048 -0.2476 -0.4692
S -4.40070 1.19726 -2.78842 -0.0177 0.1514 -0.0321 -0.3755
S -3.17656 2.59427 -5.84459 0.0042 -0.0027 0.0561 -0.5592
C -0.28536 -0.13715 6.01574 -0.0297 0.0199 0.0446 -1.2314
C -1.21731 0.07641 4.85377 -0.0819 0.0858 0.1049 0.7771
C -2.33095 -0.73249 4.66121 0.0416 -0.0063 -0.0048 -1.1798
C -3.18219 -0.53386 3.58079 -0.0053 -0.0010 -0.0199 -0.5654
C -2.90889 0.46961 2.66522 0.0214 0.0080 0.0300 -0.5094
C -1.81231 1.30072 2.85715 -0.0951 0.1010 0.0692 0.2286
C -0.97997 1.10476 3.94368 -0.2031 0.1505 0.1450 -0.5129
S -3.96060 0.74127 1.25018 0.2132 -0.0299 0.1118 1.0830
O -5.25571 0.24091 1.62911 -0.0352 -0.0116 -0.0287 -0.7630
O -3.78176 2.12439 0.90394 -0.0416 -0.1237 -0.0194 -0.6864
N -3.29611 -0.12934 0.06583 -0.5286 0.0345 -0.1913 0.4325
C -3.50827 -1.48128 -0.10009 0.1764 0.1151 0.0404 0.5150
C -4.08599 -2.40228 0.75062 -0.0104 -0.0891 -0.0144 -0.7864
C -4.13250 -3.76581 0.39570 -0.0197 0.0427 0.0538 -1.0395
C -3.63655 -4.23379 -0.78897 0.0274 -0.0443 -0.0577 -1.0107
C -3.07317 -3.31621 -1.70773 -0.0213 -0.0206 0.0200 1.3571
C -2.59822 -3.66055 -2.99550 0.0076 -0.0184 0.0053 -0.7892
C -2.13278 -2.68946 -3.83125 0.0063 0.0045 -0.0127 -0.8588
C -2.10731 -1.34961 -3.39824 0.0203 0.0128 -0.0371 -0.5757
N -2.50233 -1.01850 -2.19149 0.1285 -0.3931 -0.2998 0.7489
C -3.01162 -1.96405 -1.34628 0.0081 0.0487 0.0773 -0.2377
H -0.57036 -1.01446 6.59669 -0.0165 -0.0011 0.0066 0.3275
H -0.28776 0.72592 6.68480 -0.0042 -0.0026 -0.0043 0.3530
H 0.74151 -0.27550 5.66852 -0.0940 0.0440 0.0783 0.1932
H -2.54593 -1.52290 5.37212 0.0007 0.0069 -0.0053 0.3341
H -4.07278 -1.13515 3.46680 0.0089 0.0016 0.0105 0.6029
H -1.62849 2.09854 2.15035 -0.0051 -0.0314 0.0610 0.5234
H -0.11955 1.75239 4.07959 -0.0090 -0.0084 0.0077 0.4425
H -4.53807 -2.07778 1.67238 -0.0195 -0.0008 0.0039 0.4509
H -4.59373 -4.45834 1.08975 0.0044 0.0008 0.0037 0.3948
H -3.69377 -5.28322 -1.05072 -0.0043 0.0128 0.0038 0.4048
H -2.63276 -4.69735 -3.31079 0.0036 0.0117 0.0051 0.4209
H -1.78604 -2.91692 -4.82913 0.0006 0.0078 0.0055 0.4570
H -1.75647 -0.54664 -4.02943 -0.0050 0.0025 -0.0091 0.5513
```
Forces are in eV/Å.

LUMO   1.760 eV
Net charge   -1
Frontier orbital gap   5.67 eV



Number 1: E_tot -4346.71059 Ha. Number 2: E_tot -7014.09679 Ha.